[1]
Computed, not measured: a 9-piece molecular cluster, C40H103N5O14 overall, with the ωB97M-V functional and the def2-TZVPD basis.

Results
Spin multiplicity: 1
E, Eh: -2912.70665
Highest occupied orbital energy, Eh: -0.30667
SMILES string: COCCNCCOC.COCCNCCOC.COCCNCCOC.COCCNCCOC.COCCNCCOC.CC(C)O.CC(C)O.CC(C)O.CO
Kohn-Sham gap, eV: 8.986

The geometry in XYZ format:
```
162
C40H103N5O14 (the ωB97M-V functional and the def2-TZVPD basis)
H -4.24547 1.76394 -2.44240
H -5.05510 -2.06768 3.48115
C 0.23555 -3.87556 3.03142
H -1.45646 5.97822 8.00844
H 1.64467 1.97045 -4.88801
H 0.00151 3.46686 2.74093
H -4.04813 -1.33411 -4.11076
C 2.21950 -2.00550 5.47677
H -3.06603 -0.08594 5.93721
H -0.11293 2.26742 6.03922
H 3.35258 0.47273 -4.13924
C 0.30995 2.41259 5.03723
O -1.22436 0.88058 2.10998
H 2.19420 1.41048 5.60994
H 0.64365 -1.61286 -3.33921
H -2.20465 2.29250 -4.51265
H -1.23931 -2.88910 -1.39296
H -4.02021 -7.75276 4.33917
C -3.20173 -1.05374 3.98046
H -1.58389 -4.28529 1.09986
H 0.80762 6.72822 -6.91457
H 5.61691 -1.09916 -1.49384
H 0.85331 0.39692 -6.83109
H 3.31495 -1.88446 5.42444
H 3.46874 -2.59491 -5.74911
H 1.64082 -0.92009 -5.93490
H 2.26034 0.78506 -8.61968
H -0.07664 3.42938 -4.06852
C 1.00947 -0.22050 2.38536
H -0.93269 -1.09153 2.08509
H 1.45740 -4.49456 -3.93994
H -4.53345 -0.94391 -2.46881
H 4.31516 -6.56528 -7.01742
H -5.07562 -6.58632 3.57181
C -2.18500 2.40401 -2.47440
C 1.68306 0.18289 -6.12527
C 3.90941 -3.10397 -4.88951
O 1.90727 -2.72131 4.30163
H -3.75766 -4.73860 2.41367
C 0.55798 -3.14751 4.29330
C -4.50495 -1.75465 4.36245
H -5.19842 0.02111 -3.75546
H -2.92594 6.52406 7.12025
C 3.37958 -6.37254 -6.47003
O 0.00761 5.46038 -5.54142
H -5.16684 -1.09494 4.93826
O -4.40821 -2.72174 -0.43321
O 2.91811 0.52727 -6.71659
H 1.35879 0.95878 -2.11541
H 1.95101 -2.55251 6.39611
H 3.16518 0.97661 -0.50547
H -2.42757 -3.58800 -2.42872
H -1.01391 1.64416 1.57929
H 0.41609 5.22631 1.19404
H -0.44111 5.60522 -7.54148
C -2.07414 4.47254 5.64354
H 1.73567 -1.01069 5.45213
H 2.87060 4.82956 1.02625
H 0.43382 0.64532 -0.07567
H 0.42950 -3.15303 2.21612
H -2.60010 -1.79973 3.40410
H 4.81217 -2.57789 -4.59559
N 2.42082 0.26325 -3.79240
H -1.50092 7.48957 6.99707
C -1.03918 3.94714 -3.96397
C -3.25300 1.36980 -2.32112
O 2.25298 3.55508 5.70637
C 0.62704 -2.70906 -3.08527
H 6.61695 0.29208 -1.49302
H -2.95684 -2.05122 0.90112
N -2.19638 3.02348 -3.79893
C -2.46751 -0.73432 5.29657
C 1.63589 -3.40719 -4.03864
O -3.57629 0.06145 3.24223
H -1.01998 -0.29330 -0.48153
H 2.28977 4.51266 2.71209
H 0.88081 -0.34038 3.46695
O -3.01553 -6.41506 3.27844
H -1.94424 -1.87305 -2.69197
H 1.47488 4.63776 -0.87287
C -4.28987 -0.50743 -3.45903
C -0.15021 6.24149 -6.70488
H -1.90771 3.84268 6.54699
N 3.00705 -2.92942 -3.75041
H 1.37481 2.90088 -0.56493
C -1.63928 -5.00599 1.91334
H -2.02722 5.52817 -5.15671
H -2.80627 0.48357 2.83745
H 0.47096 -3.78815 5.17465
H 0.47086 -1.14851 0.01325
H 2.69767 2.03570 -2.70402
H 2.76567 -0.88824 -8.28986
C 1.51671 0.86335 -4.78064
N -1.18939 -4.26052 3.10621
C -0.14750 -0.26175 0.19255
H 5.54152 -0.03192 -0.11345
N -0.06318 3.64496 4.43665
C 0.88752 3.85525 -0.38305
H 0.39825 4.40525 4.93866
C -4.17302 -7.21193 3.40936
H 0.83474 -4.77425 2.87080
C 1.83460 2.31509 5.06278
C -1.62267 -2.88188 -2.40365
H -1.29970 -5.03429 3.80565
H -0.14219 1.61165 4.44316
C 2.36986 0.99301 -2.51792
H 3.99901 3.75025 4.66150
H 2.67568 3.21493 1.58241
H -1.55831 -0.18128 5.03004
H -2.19807 -1.64973 5.83178
O 4.64256 0.63725 -1.94920
H -0.13671 3.83330 -0.74046
H -3.39759 -6.10246 1.30835
O -1.55113 5.81616 5.85268
C 4.25894 -4.52225 -5.30649
H -3.16032 4.55113 5.48875
H 0.96756 -2.84541 -2.04174
H 2.85723 -1.94624 -3.53761
C -1.20351 4.79709 -5.21036
H 4.03206 0.32286 -8.41439
H 1.24869 -3.19640 -5.03170
H -4.00364 -0.81452 0.37715
C 0.85724 4.22721 1.05131
C -3.07634 -5.50955 2.14230
H -2.02188 2.91206 4.25813
H -2.44980 3.20450 -1.75129
C -1.84575 6.44150 7.08073
H 3.22606 -0.61893 -1.26005
H 4.35559 -5.16915 -4.39156
C 3.35548 0.46552 -1.46234
C 5.63071 -0.05573 -1.19401
H -0.10526 -2.28512 4.40999
C 2.24688 4.23076 1.66659
H 2.25371 2.24929 4.05335
O -0.62942 -3.33858 -3.25301
H -4.37268 -7.93115 2.61129
H 5.22437 -4.54378 -5.85160
C -0.36107 -0.23161 1.70654
C -1.50390 3.85915 4.36983
H 1.46552 0.74506 2.11925
O -3.16017 0.36905 -3.40337
H -1.48984 4.15956 -6.07673
H 2.53089 -6.67719 -7.08440
H 3.44371 -7.01873 -5.59052
H -3.16247 0.85726 -1.34064
H -0.97253 -5.85922 1.70439
H -5.35278 -2.56034 -0.59422
H -0.91664 4.52298 -3.05014
H 0.52077 0.75795 -4.38441
C 3.00085 0.16757 -8.09376
H -4.23826 -2.59231 5.03712
H -1.20691 2.03953 -2.20114
O 3.22991 -5.00273 -6.12986
C -3.97711 -1.88317 0.56461
H 1.66549 -0.98897 1.99835
H -0.95344 6.97711 -6.53513
H 3.83604 4.65754 6.20418
H -4.67676 -1.98633 1.41155
C 3.68637 3.70643 5.70257
H 4.18628 2.90895 6.25910
H -1.73323 4.49773 3.51443
O -0.02505 3.27258 1.72946
```

***

[2]
Computed, not measured: a 8-piece molecular cluster, C40H103N7O13 overall, with the ωB97M-V functional and the def2-TZVPD basis.

Results
Spin multiplicity: 1
E, Eh: -2946.88473
Highest occupied orbital energy, Eh: -0.29603
SMILES string: COC[C@H](C)N.COC[C@H](C)N.COCCNCCOC.COCCNCCOC.COCCNCCOC.COCCNCCOC.COCCNCCOC.CCO
Kohn-Sham gap, eV: 8.642

The geometry in XYZ format:
```
163
C40H103N7O13 (the ωB97M-V functional and the def2-TZVPD basis)
H -5.67472 -1.45158 -2.56483
C -1.55676 -4.18504 0.23767
H -1.31659 3.04498 4.38227
H -1.70177 -3.15221 -0.09051
C 2.43266 3.07569 1.78469
H -0.79355 -6.57422 0.30477
H 10.88745 -0.68710 -0.89806
H -1.01678 2.86486 2.05404
H 2.30849 4.57432 0.24615
H -8.40932 3.12439 1.13052
H -3.36603 3.60643 3.22096
H 2.89951 1.73453 4.73668
O -6.94170 2.04777 0.09945
H -0.93483 -3.56734 -2.54270
C 0.40923 -2.70320 4.03519
H 0.26457 -0.39881 5.25868
H -8.14599 0.73178 1.21350
H -4.21858 -2.71788 -0.21704
O -3.09466 2.67027 -3.99646
H 4.16905 4.35133 -1.19865
H 5.22505 -2.13799 -2.80394
H -3.47703 -1.91676 -1.52633
C -1.91466 2.49703 -4.73927
O 0.74957 0.14062 0.83905
H -0.09255 -2.73188 5.01227
H 2.54853 -3.81916 -1.54012
H 5.13011 -0.51105 -3.31111
H -3.20861 -4.07000 1.60074
O 8.80700 -0.32796 -0.45148
C 2.92411 4.35720 1.11558
H -4.18342 4.09555 0.74375
C 7.30900 3.99494 -2.82738
C -0.29874 -0.39086 4.32471
C 6.94539 0.48963 -1.75940
C 5.30719 -1.11697 -2.41936
H 6.96817 4.94626 -3.24014
H -5.30313 4.02986 4.41733
H -7.62501 -0.04844 -1.43921
H 1.47332 -2.85866 4.21889
C 0.00141 -0.14018 -1.39790
O 3.06854 2.86815 3.02503
C -0.18910 -3.72721 3.09662
H -6.98911 4.04278 0.54490
C -0.21600 -3.49931 -3.36521
N -4.46870 3.93554 4.99365
C -2.13413 -4.27344 1.66058
H -0.71128 -4.03443 -4.17370
H -1.32419 -0.69207 4.59415
C 2.11156 -3.95362 -4.15898
H 4.73926 3.69454 1.56586
N 6.64845 -0.92741 -1.89250
H -6.47018 0.53051 1.34752
C -5.62394 -1.87829 -1.55320
C -7.33547 3.08780 0.94689
C -0.16277 -0.59331 0.02563
H 1.49832 1.75160 3.89704
H -4.94157 1.79689 -0.09505
H -1.99928 2.82304 -2.25079
N 4.37459 4.31046 0.84279
H -1.29709 -2.43203 2.12680
H 2.79650 5.13598 1.87359
N -5.79304 -0.82655 -0.55714
C 2.21274 -4.34916 -6.44301
C 8.38649 0.70453 -1.31716
N -1.47925 -3.33706 2.54102
C -4.30099 -2.60055 -1.30639
C -4.07651 1.73677 3.87949
C 4.68132 3.72959 -0.46161
H -4.90681 1.83344 -2.38435
H -2.11523 3.61340 5.86044
H 2.65785 -1.30033 0.55847
O -0.21123 -4.56392 0.11920
H 10.45676 0.77230 -0.07880
C 6.16206 3.76260 -0.76179
C -7.15315 -0.32058 -0.48396
H -2.82388 4.54677 -0.32415
C -3.53802 3.12373 4.18988
H -5.87064 -4.78455 -2.43267
H 1.03725 -3.53290 -1.03562
H 3.90307 -0.49536 1.33247
H 2.95061 0.76842 3.38353
H 2.20838 -2.92190 -4.51900
H 9.10389 0.71858 -2.15229
O 1.58406 -4.73063 -5.23886
C 1.13793 -4.06380 -3.00371
H -0.51379 4.07325 0.86019
H 6.27216 0.97537 -1.04085
C 0.09412 -5.92993 0.28886
N 1.67518 -3.37892 -1.81645
N -4.02914 1.86270 -0.52718
H -0.14800 0.94170 -1.46942
O -4.14213 -3.85088 -1.95125
C -4.16868 2.44723 -1.87224
C -3.56995 -0.20319 2.59008
C -7.24277 0.74887 0.59301
H -7.88239 -1.07848 -0.16980
H -1.17405 -0.43040 0.42275
H -4.06241 4.85639 5.10012
H 6.73341 -1.40216 -1.00428
H -2.01313 2.21184 -0.14135
H -0.11560 -2.44032 -3.61229
O -3.11743 0.99957 3.15003
H 8.51845 1.68289 -0.82808
H -1.88203 2.99991 -5.70257
C 4.22240 -0.86670 -1.35032
H 6.76599 0.95765 -2.72419
H -3.98461 -0.04331 1.58139
H -3.02135 1.93461 1.27597
H 0.53280 -3.70193 2.26466
H 1.01846 -0.34440 -1.73262
H 6.42830 4.81961 -0.63703
O 0.22373 -1.40042 3.47704
H -4.43510 1.12328 4.71588
H -4.74935 -5.76086 -1.56817
H -1.81869 1.42676 -4.98798
H 6.74502 3.19012 -0.03302
C 2.57156 1.74692 3.68744
C -2.87155 2.28793 -2.64715
H -5.71382 -4.59382 -0.65073
H 4.06040 0.16682 -1.02620
C -3.12244 3.94211 0.53681
H -4.36674 3.52182 -1.84545
H 3.28247 -4.57436 -6.33634
H -2.29962 2.02877 5.52315
H 8.22458 4.17787 -2.25421
O -2.37053 4.47304 1.62407
H -6.78820 3.10408 1.90210
H -0.53811 4.42978 2.57070
C -5.17930 -4.75677 -1.58503
H -2.53088 1.24233 -2.64931
H -0.23080 -4.68522 3.61497
H -4.96148 1.83050 3.22357
H 2.46136 2.23430 1.08099
H -0.54056 0.52991 3.79881
H -2.13800 -4.72149 -0.52801
H -5.13530 -0.07477 -0.74555
H 2.11972 -3.29724 -6.72924
C -2.98081 2.44002 0.30816
H 1.09860 -5.14692 -2.81905
H 3.73862 -2.26259 1.55954
H 3.12344 -4.29294 -3.90574
H 3.27290 -1.11070 -1.85337
H -6.46915 -2.56003 -1.43783
C -1.09766 3.92455 1.78006
H 7.65337 3.34622 -3.63454
H -2.14102 -5.30322 2.02702
H 1.86896 -4.93563 -7.29462
C -2.22416 2.97706 4.97649
C 3.71142 -1.45463 0.83033
H 0.71644 -0.29397 1.70291
H -4.35125 -0.73051 3.14329
H 0.56456 -6.15081 1.25042
H 4.33732 2.69082 -0.58753
H 1.35642 3.19153 1.97914
H -0.97508 2.68247 -4.20739
H -2.69155 -0.81612 2.39202
O 6.31359 3.32261 -2.09585
H 0.69742 -6.19272 -0.57886
O 4.48040 -1.76999 -0.29884
C 10.17425 -0.29082 -0.16333
H -0.00298 -1.67588 0.07690
H 10.38063 -0.76411 0.79532
H -0.72023 -0.57524 -2.08945
```